Record 1
Here is C6H9NO in the gas phase from the OMol25 dataset. Energies are from ωB97M-V/def2-TZVPD.

CARTESIAN COORDINATES (ANGSTROEM)
O 1.6887 1.4865 0.3463
N -1.1851 -0.4414 1.5210
C -0.4707 -1.1018 -0.9665
C -1.4995 -0.3888 0.1548
C 0.7572 0.4441 -0.0527
C 0.9579 -1.1777 -0.1486
C 0.0507 0.3761 -1.5111
C -0.5240 0.6246 0.8128
H -0.6752 -1.4129 1.3841
H 0.7890 -1.7912 0.7519
H 0.7795 0.3591 -2.5109
H -2.5753 -0.1839 -0.1034
H -0.7362 1.0946 -1.7762
H 0.9971 2.3576 0.2844
H -0.6456 1.6809 0.9556
H 1.8552 -1.6567 -0.6163
H -0.6319 -1.9088 -1.5187

## Properties
Lowest unoccupied orbital energy: 0.79 eV
Maximum force: 8.43 eV/Å
Spin multiplicity: 1

natural (NBO) population analysis, charges in e, atoms 1 to 2: -0.686 -0.573

Record 2
Here is C6H9NO in the gas phase from the OMol25 dataset. Energies are from ωB97M-V/def2-TZVPD.

CARTESIAN COORDINATES (ANGSTROEM)
O 0.1028 0.0412 1.5640
N 1.7853 -1.0645 0.3904
C -2.6800 0.1589 0.7114
C -0.5140 -0.4183 -0.6687
C -0.4064 -1.1369 -1.7787
C 0.9521 -0.0435 0.3208
C -1.5109 -0.1046 0.1965
C 1.4527 1.3620 0.0144
H -3.5812 0.0334 0.1167
H 2.6561 -0.8807 -0.1003
H 1.9597 1.3754 -0.9511
H -1.2461 -1.6068 -2.2747
H 0.4273 -0.6872 2.1197
H -2.8194 0.6095 1.6849
H 0.6432 2.0928 0.0217
H 0.5900 -1.3809 -2.1335
H 2.1888 1.6501 0.7665

## Properties
Lowest unoccupied orbital energy (spin up / spin down): -0.37 / -0.37 eV
Maximum force: 1.38 eV/Å
Spin multiplicity: 1

natural (NBO) population analysis, charges in e, atoms 1 to 2: -0.737 -0.804